No. 1
DFT (ωB97M-V/def2-TZVPD) results for a single C7H8BrN3O2 molecule in a non-equilibrium geometry.

```
21
Properties=species:S:1:pos:R:3
O -2.31822 -1.71283 -2.13692
C -1.86999 -1.55283 -1.02079
N -1.03162 -0.52561 -0.75696
C -0.44452 -0.39635 0.48292
N 0.52798 0.57225 0.72577
C 1.38507 1.08682 -0.39114
C 1.06297 2.47614 -1.01712
C 2.21301 2.31837 -0.03776
C -0.70392 -1.30655 1.44321
Br 0.21877 -1.13973 3.11491
C -1.54170 -2.39597 1.11885
O -1.75586 -3.35754 1.86226
N -2.11695 -2.50229 -0.07235
H -1.06465 0.25803 -1.40435
H 0.97386 0.50193 1.65168
H 1.81367 0.32350 -1.06624
H 1.38525 2.73888 -2.04278
H 0.18398 2.97465 -0.64781
H 2.11854 2.74001 1.00828
H 3.26597 2.32656 -0.40105
H -2.30164 -3.42745 -0.41261
```

Computed properties:
lowest unoccupied orbital energy: 0.5 eV
structure (SMILES): O=c1[nH]c(NC2CC2)c(Br)c(=O)[nH]1
energy: -3160.29916 Ha
highest occupied orbital energy: -8.79 eV
Kohn-Sham gap: 9.275 eV

---

No. 2
DFT (ωB97M-V/def2-TZVPD) results for a molecular structure, C7H8Cl2GdLaO4 in a non-equilibrium geometry.

```
23
Properties=species:S:1:pos:R:3
Gd 2.56287 -0.42039 -4.73782
La -0.25000 -1.23076 -0.66129
Cl 1.43090 1.67221 -4.37089
Cl 2.17999 -1.78581 -0.22756
C -0.01780 -2.47731 1.34021
C 0.66374 -1.58756 -5.45343
C 2.40030 -2.78132 -4.01989
O 0.48685 -2.85350 2.31237
O -0.31609 -2.17927 -5.61879
O 2.23233 -3.90500 -3.78720
C -0.57703 1.39419 2.98989
C -1.77260 1.89700 2.17703
C -1.62341 1.30241 0.76433
O -0.44222 0.43335 0.83518
C 0.40500 0.81842 1.99363
H -0.10110 2.19193 3.56969
H -0.86294 0.64821 3.71093
H -1.80931 2.98477 2.15103
H -2.70348 1.56818 2.64279
H -2.51545 0.72590 0.45488
H -1.42248 2.11051 0.04210
H 1.09520 1.55775 1.59684
H 0.95672 -0.08391 2.29599
```

Computed properties:
lowest unoccupied orbital energy (spin up / spin down): -16.6 / -18.5 eV
energy: -2288.42731 Ha
2S+1: 8
relative energy (zero: lowest compared OMol25 entry of this formula, charge and spin): 0.659 eV
highest occupied orbital energy (spin up / spin down): -22.61 / -22.61 eV
Kohn-Sham gap (spin up / spin down): 6.052 / 4.091 eV
total charge: +4

---

No. 3
DFT (ωB97M-V/def2-TZVPD) results for a single C7H8ClF molecule in a non-equilibrium geometry.

```
17
Properties=species:S:1:pos:R:3
C -1.33360 0.47778 -1.47131
C -0.56012 -0.53796 -0.60406
C -0.38974 -0.01975 0.84217
C 0.75003 -0.11468 1.52299
C 1.73314 -1.06970 1.08748
C 1.97613 -1.33584 -0.18849
C 1.10630 -0.67303 -1.22679
F 1.42509 0.58150 -1.56322
Cl 0.90843 -1.74659 -2.68768
H -0.85486 1.44090 -1.20027
H -2.35819 0.60010 -1.18617
H -1.39638 0.30769 -2.63651
H -0.80405 -1.60593 -0.72946
H -1.18843 0.72064 1.26703
H 0.80058 0.48796 2.48777
H 2.43484 -1.35714 1.79786
H 2.67215 -2.08226 -0.51116
```

Computed properties:
lowest unoccupied orbital energy: 0.4 eV
structure (SMILES): C[C@@H]1C=CC=C[C@@]1(F)Cl
energy: -831.51010 Ha
relative energy (zero: lowest compared OMol25 entry of this formula, charge and spin): 0.000 eV
highest occupied orbital energy: -8.96 eV
Kohn-Sham gap: 9.329 eV